Entry 1:
Below is 8 unconnected molecules or ions with the total composition C36H48NO21P2, with properties calculated with ωB97M-V/def2-TZVPD.

Computed properties:
HOMO-LUMO gap: 7.1 eV

Structure (ORCA input):
```
! wB97M-V def2-TZVPD RIJCOSX def2/J DEFGRID3
* xyz -1 1
N 0.523 0.775 -0.304
O -0.370 1.574 -0.252
O 1.443 0.797 0.497
O 0.487 -0.110 -1.105
C -1.429 6.962 4.883
C -1.641 5.581 4.729
C -0.839 4.946 3.812
C 0.255 5.516 3.238
C 0.516 6.835 3.399
C -0.302 7.585 4.234
O -0.007 8.894 4.410
O -1.184 3.700 3.387
H -2.149 7.479 5.500
H -2.487 5.016 5.092
H 0.838 4.896 2.573
H 1.244 7.322 2.766
H -0.163 9.020 5.349
H -0.668 3.497 2.603
C 5.869 -0.236 -1.989
C 6.568 -0.608 -3.198
C 7.867 -0.214 -3.402
C 8.496 0.564 -2.472
C 7.755 1.047 -1.364
C 6.444 0.700 -1.149
O 5.667 1.239 -0.183
O 8.588 -0.584 -4.501
H 4.858 -0.560 -1.790
H 6.117 -1.132 -4.028
H 9.513 0.868 -2.673
H 8.207 1.739 -0.669
H 4.755 0.941 -0.140
H 8.036 -0.870 -5.232
C -3.050 -5.365 0.202
C -1.941 -4.731 -0.348
C -0.730 -5.372 -0.543
C -0.625 -6.697 -0.115
C -1.675 -7.321 0.539
C -2.899 -6.684 0.679
O -3.941 -7.339 1.251
O 0.335 -4.683 -1.003
H -3.924 -4.768 0.412
H -2.078 -3.725 -0.717
H 0.314 -7.209 -0.269
H -1.601 -8.359 0.829
H -4.691 -6.760 1.101
H 0.202 -3.733 -1.047
C -3.906 -2.194 -5.746
C -5.169 -1.771 -6.022
C -5.961 -1.131 -5.035
C -5.289 -0.713 -3.877
C -3.938 -0.867 -3.764
C -3.242 -1.616 -4.671
O -1.905 -1.814 -4.545
O -7.249 -0.744 -5.172
H -3.442 -2.883 -6.436
H -5.658 -2.102 -6.926
H -5.726 -0.068 -3.129
H -3.475 -0.468 -2.873
H -1.599 -1.256 -3.826
H -7.862 -1.458 -5.362
C 2.786 7.886 -2.363
C 1.874 6.905 -2.895
C 1.795 5.690 -2.293
C 2.616 5.283 -1.262
C 3.440 6.235 -0.753
C 3.583 7.509 -1.271
O 4.463 8.297 -0.626
O 0.737 4.915 -2.773
H 2.912 8.843 -2.849
H 1.128 7.070 -3.657
H 2.372 4.308 -0.865
H 4.163 6.012 0.017
H 4.268 9.177 -0.955
H 0.443 4.441 -1.993
C -5.397 0.383 1.722
O -6.622 0.071 0.993
P -8.056 0.186 1.730
O -8.120 1.486 2.496
O -8.001 -1.142 2.679
C -9.035 -1.356 3.640
O -9.281 -0.038 0.632
C -9.607 0.874 -0.402
H -5.022 -0.603 1.997
H -5.493 1.011 2.608
H -4.711 1.052 1.202
H -8.614 -1.864 4.508
H -9.717 -2.100 3.229
H -9.749 -0.576 3.905
H -10.691 0.984 -0.406
H -9.317 0.441 -1.359
H -9.076 1.826 -0.389
C 6.517 -4.228 4.371
O 5.727 -5.395 4.032
P 5.533 -5.902 2.406
O 4.885 -7.224 2.144
O 4.732 -4.614 1.658
C 3.682 -4.021 2.387
O 7.051 -5.775 1.803
C 7.192 -6.015 0.451
H 6.576 -3.484 3.576
H 7.573 -4.497 4.389
H 6.171 -3.706 5.263
H 2.719 -4.454 2.113
H 3.688 -3.022 1.952
H 3.945 -3.997 3.444
H 6.492 -6.690 -0.042
H 8.194 -6.432 0.340
H 7.168 -5.097 -0.136
*
```

Mulliken atomic charge list, values in e, 5 entries: N 1.09; O -0.70; O -0.70; O -0.68; C -0.42

---

Entry 2:
Below is 8 unconnected molecules or ions with the total composition C36H48O3S3, with properties calculated with ωB97M-V/def2-TZVPD.

Computed properties:
relative energy (zero: lowest compared OMol25 entry of this formula, charge and spin): 358.9 kcal/mol
HOMO-LUMO gap: 8.8 eV

Structure (ORCA input):
```
! wB97M-V def2-TZVPD RIJCOSX def2/J DEFGRID3
* xyz 0 1
C -3.786 -0.988 -3.355
S -5.224 -0.342 -2.686
O -6.345 -0.871 -3.537
C -5.192 -1.259 -1.235
H -3.724 -1.936 -3.267
H -2.986 -0.449 -2.907
H -3.553 -0.579 -4.429
H -4.671 -0.921 -0.351
H -4.922 -2.382 -1.222
H -6.141 -0.828 -0.678
C -2.568 0.545 6.123
S -0.844 0.858 6.087
O -0.405 -0.108 5.003
C -0.956 2.385 5.374
H -3.122 0.623 5.065
H -3.074 1.123 6.860
H -2.762 -0.298 6.533
H -1.686 3.255 5.851
H -1.538 2.448 4.443
H -0.046 2.806 5.135
C 2.641 -1.910 2.141
S 1.085 -2.719 2.634
O 1.238 -4.163 2.018
C 1.497 -3.038 4.268
H 2.237 -0.923 2.616
H 2.700 -1.754 0.892
H 3.667 -2.310 2.643
H 2.350 -3.766 4.401
H 0.511 -3.270 4.685
H 1.559 -2.063 4.787
C 0.427 0.779 -0.770
C 0.666 1.232 0.714
C -0.281 0.599 1.634
C -1.313 -0.229 1.215
C -1.641 -0.549 -0.138
C -0.661 -0.007 -1.163
H 1.045 1.325 -1.420
H 1.315 1.844 1.140
H -0.043 0.978 2.531
H -1.793 -0.762 1.829
H -2.310 -1.240 -0.386
H -0.682 -0.387 -2.162
C -3.977 -2.697 2.944
C -2.630 -2.932 3.362
C -1.965 -4.067 2.774
C -2.598 -4.844 1.678
C -3.822 -4.475 1.222
C -4.592 -3.390 1.850
H -4.820 -1.998 3.341
H -2.005 -2.181 3.903
H -1.180 -4.391 3.101
H -1.875 -5.733 1.057
H -4.247 -4.994 0.332
H -5.405 -2.955 1.740
C 2.841 7.389 1.155
C 1.958 6.567 2.248
C 1.346 5.381 1.799
C 1.513 4.953 0.406
C 2.322 5.690 -0.558
C 2.864 6.924 -0.152
H 3.198 8.319 1.394
H 1.963 6.847 3.396
H 0.781 4.754 2.310
H 1.151 3.965 0.254
H 2.385 5.507 -1.677
H 3.343 7.690 -0.721
C 4.097 -0.587 -3.372
C 4.116 -0.199 -1.866
C 5.247 -0.202 -1.081
C 6.459 -0.556 -1.584
C 6.529 -1.075 -2.853
C 5.313 -0.979 -3.891
H 3.401 -0.251 -4.276
H 3.308 -0.005 -1.236
H 5.365 0.426 -0.366
H 7.435 -0.533 -0.948
H 7.492 -1.500 -3.273
H 5.431 -1.319 -4.930
C 0.490 1.029 -6.030
C -0.178 0.663 -7.321
C -0.685 -0.635 -7.457
C -0.556 -1.548 -6.368
C 0.037 -1.233 -5.168
C 0.535 0.167 -4.959
H 0.670 2.102 -5.721
H -0.340 1.381 -8.036
H -1.262 -0.950 -8.382
H -1.027 -2.675 -6.515
H -0.150 -2.084 -4.500
H 1.063 0.494 -3.984
*
```

Mulliken atomic charge list, values in e, 5 entries: C -0.79; S 0.39; O -0.65; C -0.66; H 0.53

---

Entry 3:
Below is a molecular structure, C36H49AlCl2N4O2PS, with properties calculated with ωB97M-V/def2-TZVPD.

Computed properties:
HOMO-LUMO gap: 6.8 eV

Structure (ORCA input):
```
! wB97M-V def2-TZVPD RIJCOSX def2/J DEFGRID3
* xyz -1 1
C -0.370 0.857 -1.433
C 0.151 -0.298 -1.006
C 1.608 -0.560 -1.192
O 2.061 -0.784 -2.289
O 2.324 -0.568 -0.063
C 3.717 -0.212 -0.148
C 3.981 0.649 1.079
C 3.933 -0.180 2.371
C 3.720 0.713 3.632
C 2.381 0.355 4.292
C 1.153 0.767 3.438
Al -0.087 2.061 4.324
C -1.204 3.144 3.067
C -0.524 3.621 1.765
C -1.450 3.496 0.552
C -0.898 4.334 -0.626
P -1.668 0.705 5.543
S -2.503 -0.741 4.450
C 0.932 3.127 5.739
Cl 1.020 2.375 7.346
C 1.546 4.294 5.568
C 1.537 5.017 4.246
Cl 2.437 5.113 6.851
H -1.378 0.935 -1.824
H 0.213 1.774 -1.379
H -0.460 -1.033 -0.479
H 4.318 -1.122 -0.106
H 3.932 0.344 -1.059
H 3.207 1.417 1.111
H 4.955 1.137 0.996
H 4.897 -0.683 2.472
H 3.125 -0.909 2.326
H 4.549 0.544 4.321
H 3.699 1.758 3.312
H 2.368 -0.731 4.429
H 2.361 0.795 5.294
H 1.454 1.077 2.434
H 0.557 -0.142 3.295
H -2.013 2.467 2.762
H -1.711 3.981 3.560
H -0.275 4.685 1.844
H 0.404 3.079 1.550
H -1.565 2.454 0.254
H -2.427 3.909 0.805
H -1.232 5.368 -0.513
H 0.194 4.346 -0.597
H -1.239 3.978 -1.600
H -1.021 0.173 6.680
H -2.643 1.557 6.115
H 1.907 6.033 4.398
H 2.189 4.549 3.509
H 0.512 5.106 3.895
N 3.236 -1.695 -7.345
C 4.400 -2.305 -7.562
C 5.282 -2.655 -6.552
C 4.936 -2.354 -5.244
C 3.728 -1.722 -4.996
C 2.917 -1.415 -6.081
H 4.632 -2.520 -8.599
H 6.214 -3.151 -6.786
H 5.597 -2.612 -4.426
H 3.421 -1.470 -3.989
H 1.963 -0.919 -5.940
N -0.839 -5.483 -3.742
C -0.884 -5.460 -5.073
C -0.025 -4.709 -5.863
C 0.944 -3.943 -5.235
C 1.012 -3.961 -3.851
C 0.101 -4.742 -3.155
H -1.659 -6.070 -5.526
H -0.116 -4.724 -6.940
H 1.631 -3.321 -5.798
H 1.745 -3.369 -3.320
H 0.117 -4.768 -2.071
N -2.067 -2.357 0.030
C -2.212 -2.745 -1.236
C -3.260 -3.534 -1.683
C -4.209 -3.943 -0.761
C -4.074 -3.547 0.560
C -2.988 -2.755 0.906
H -1.442 -2.403 -1.922
H -3.325 -3.820 -2.724
H -5.044 -4.562 -1.068
H -4.793 -3.844 1.311
H -2.844 -2.418 1.927
N -4.728 2.239 1.323
C -5.368 2.648 0.230
C -6.388 1.933 -0.378
C -6.760 0.719 0.178
C -6.100 0.276 1.313
C -5.094 1.071 1.848
H -5.041 3.600 -0.178
H -6.875 2.317 -1.265
H -7.550 0.127 -0.267
H -6.354 -0.666 1.778
H -4.553 0.758 2.735
*
```

Mulliken atomic charge list, values in e, 5 entries: C -1.05; C -0.17; C 0.36; O -0.60; O -0.11

---

Entry 4:
Below is 6 unconnected molecules or ions with the total composition C36H49ClF40N2O12P3, with properties calculated with ωB97M-V/def2-TZVPD.

Computed properties:
relative energy (zero: lowest compared OMol25 entry of this formula, charge and spin): 0.0 kcal/mol
HOMO-LUMO gap: 7.1 eV

Structure (ORCA input):
```
! wB97M-V def2-TZVPD RIJCOSX def2/J DEFGRID3
* xyz -1 1
C 2.759 -3.697 2.985
C 1.432 -4.357 2.616
C 0.830 -3.895 1.305
C 0.640 -2.375 1.273
N -0.256 -2.066 0.170
P -0.371 -0.324 -0.319
O 1.234 -0.368 -0.914
O -0.676 1.318 -0.723
C -0.037 1.916 -1.811
C 1.159 2.717 -1.359
C 0.824 3.601 -0.174
C 1.845 3.420 0.939
P -1.374 -1.154 -2.222
O -2.814 -1.516 -2.032
O 0.250 0.259 1.173
C -0.721 0.622 2.055
Cl -0.179 0.442 3.731
C -2.056 -0.011 1.645
C -2.527 -1.308 2.314
O -2.766 -1.146 3.698
O -1.957 -2.135 4.380
P -3.524 1.155 1.766
N -3.654 2.188 0.591
O -1.964 -0.351 0.336
H 3.597 -4.243 2.595
H 2.827 -2.668 2.696
H 2.879 -3.724 4.055
H 1.628 -5.413 2.542
H 0.757 -4.207 3.436
H -0.167 -4.307 1.255
H 1.385 -4.245 0.450
H 0.211 -2.135 2.225
H 1.623 -1.951 1.161
H 0.035 -2.648 -0.598
H 1.238 -0.566 -1.845
H -0.734 2.647 -2.207
H 0.193 1.269 -2.643
H 1.566 3.281 -2.184
H 1.940 2.046 -1.055
H 0.810 4.643 -0.446
H -0.138 3.383 0.257
H 2.783 3.850 0.633
H 1.516 3.945 1.820
H 1.957 2.374 1.160
H -0.634 -2.241 -2.753
H -1.385 -0.171 -3.244
H -0.861 1.676 1.844
H -1.904 -2.155 2.106
H -3.482 -1.513 1.874
H -2.198 -2.000 5.295
H -3.473 1.770 3.042
H -4.672 0.332 1.789
H -2.877 2.060 -0.048
C 5.462 7.461 3.123
C 4.780 6.102 2.898
C 5.673 4.861 2.889
F 6.634 4.924 1.936
F 4.915 3.775 2.626
F 4.038 6.161 1.778
F 3.910 5.935 3.938
O 5.788 8.244 1.988
C 6.943 8.019 1.291
C 6.672 7.467 -0.110
F 5.905 6.365 -0.064
F 7.850 7.139 -0.691
F 7.788 7.242 1.991
F 7.546 9.217 1.138
H 4.721 8.065 3.642
H 6.307 7.379 3.806
H 6.147 4.730 3.853
H 6.165 8.220 -0.717
C 4.631 4.172 8.410
C 3.376 3.850 9.236
C 3.140 2.389 9.628
F 3.053 1.579 8.556
F 1.970 2.303 10.308
F 2.293 4.351 8.612
F 3.507 4.534 10.410
O 4.501 4.277 7.007
C 4.527 3.152 6.221
C 3.178 2.861 5.555
F 2.195 2.798 6.476
F 3.254 1.674 4.928
F 4.994 2.102 6.919
F 5.422 3.395 5.236
H 4.917 5.176 8.715
H 5.468 3.530 8.685
H 3.944 2.035 10.280
H 2.937 3.644 4.833
C -2.629 0.400 -6.662
C -2.116 1.689 -6.001
C -2.754 3.009 -6.434
F -2.620 3.234 -7.762
F -2.144 4.028 -5.784
F -0.770 1.748 -6.130
F -2.382 1.559 -4.681
O -1.906 -0.124 -7.766
C -2.113 0.356 -9.027
C -0.896 1.114 -9.560
F -0.516 2.092 -8.718
F -1.209 1.681 -10.749
F -3.237 1.093 -9.090
F -2.298 -0.712 -9.830
H -2.522 -0.368 -5.899
H -3.696 0.454 -6.875
H -3.816 3.022 -6.174
H -0.059 0.426 -9.696
C -1.282 -5.417 -3.682
C 0.134 -5.368 -3.090
C 1.283 -5.010 -4.033
F 1.384 -5.870 -5.071
F 2.451 -5.060 -3.346
F 0.391 -6.529 -2.450
F 0.111 -4.391 -2.146
O -1.798 -6.679 -4.076
C -1.492 -7.208 -5.295
C -0.613 -8.454 -5.174
F 0.496 -8.209 -4.452
F -0.230 -8.852 -6.411
F -0.950 -6.283 -6.109
F -2.654 -7.597 -5.860
H -1.939 -5.115 -2.870
H -1.420 -4.669 -4.462
H 1.156 -3.995 -4.420
H -1.173 -9.258 -4.692
C -7.173 -3.411 0.953
C -8.325 -3.839 0.028
C -8.385 -5.308 -0.396
F -7.275 -5.705 -1.046
F -9.438 -5.479 -1.239
F -8.353 -3.038 -1.054
F -9.480 -3.607 0.721
O -6.028 -2.834 0.374
C -5.033 -3.630 -0.148
C -4.920 -3.503 -1.667
F -6.111 -3.745 -2.272
F -4.032 -4.426 -2.119
F -5.196 -4.912 0.264
F -3.884 -3.193 0.354
H -7.585 -2.607 1.559
H -6.909 -4.203 1.654
H -8.537 -5.950 0.477
H -4.574 -2.500 -1.932
*
```

Mulliken atomic charge list, values in e, 5 entries: C -1.26; C -0.51; C -0.78; C -0.76; N 0.20